The following is a DFT calculation (ωB97M-V/def2-TZVPD) of a 5-piece molecular cluster, C30H47BF7I2NO18PS overall at a distorted geometry.

As for the molar mass: 1170.34 g/mol. Its gap between HOMO and LUMO is 7.0 eV. Its total charge is -1. Its highest occupied orbital energy is -0.1873 Eh.

Last column: Mulliken charge in e.
Cartesian coordinates (Å):
C -0.6831 1.7977 2.6938  -1.3937
C -1.0656 1.9327 1.1905  0.0470
C -0.2793 2.9697 0.3568  -2.0078
P 0.5317 2.4215 -1.3219  1.5683
C 1.0600 0.7227 -0.7410  -0.0317
C 2.4634 0.0830 -0.9147  -1.8369
N 3.6667 0.7571 -1.4133  -0.2492
C -1.2908 1.8927 -1.8536  -1.9585
C -1.6973 0.5133 -2.3932  2.4567
C -3.2148 0.5059 -2.5776  -0.1148
O -3.7555 0.5661 -3.6508  -0.6626
O -3.9687 0.4420 -1.4294  -0.4414
B 0.1174 4.2754 -2.0137  1.4158
O -0.1895 4.6765 -3.3284  -0.6066
O 0.1773 5.3857 -1.1150  -0.7697
C 2.3034 3.2612 -0.9484  -1.2775
I 3.1434 4.7018 -2.3803  -0.0813
C 3.1242 3.1952 0.1171  0.7463
C 4.4682 3.8814 0.2863  -1.8242
I 2.7567 2.0936 1.8934  0.2137
S 1.1059 1.6521 -3.5291  1.4465
O 2.3870 2.1683 -4.0267  -0.7480
O 0.0677 2.0070 -4.5272  -0.7185
C 1.2566 -0.1761 -3.9462  0.6491
F 0.6231 -1.1278 -3.2285  -0.1461
F 2.5735 -0.5027 -3.8959  -0.3608
C 0.8985 -0.4737 -5.4668  0.5039
F 1.4312 -1.7160 -5.6928  -0.3447
F 1.5252 0.3263 -6.3078  -0.2745
C -0.5793 -0.6945 -5.8645  0.5612
F -1.1795 -1.6180 -5.1204  -0.2188
F -1.3416 0.3729 -5.9092  -0.1486
F -0.5497 -1.1899 -7.1286  -0.3387
H 0.0345 0.9801 2.7823  0.1532
H -0.2583 2.7171 3.0903  0.3056
H -1.5540 1.4721 3.2619  0.3236
H -2.1312 2.1987 1.2309  0.6517
H -1.1130 0.9319 0.7514  -0.0042
H -1.0632 3.6928 0.1025  0.4539
H 0.3837 3.6099 0.9398  0.9705
H 0.8709 0.6278 0.3304  0.4992
H 0.3530 -0.0520 -1.0664  -0.5509
H 2.7823 -0.3555 0.0370  0.3938
H 2.3550 -0.8330 -1.5182  0.3633
H 4.3543 0.0665 -1.6700  0.3278
H 3.5472 1.3887 -2.1957  0.2033
H -1.6131 2.5888 -2.6448  0.2413
H -2.0637 2.1407 -1.1180  0.7527
H -1.5269 -0.3562 -1.7461  -0.4795
H -1.3688 0.2575 -3.3959  -0.9356
H -4.7011 1.0522 -1.5622  0.3670
H -1.1306 4.7776 -3.4844  0.2576
H -0.7029 5.7730 -1.1252  0.3066
H 4.9567 3.5760 1.2129  0.4939
H 4.3583 4.9649 0.3366  0.3626
H 5.1474 3.5913 -0.5152  0.4489
C -1.2680 -4.5362 0.6269  -1.6604
C -0.2505 -3.5801 0.0556  1.2593
C 0.5704 -4.1166 -1.0915  -0.5874
O 1.7667 -3.3351 -0.9881  -0.3398
C 1.9023 -2.9704 0.3072  0.6255
O 2.8687 -2.4545 0.7666  -0.4858
O 0.7844 -3.2775 1.0124  -0.3329
H -2.1268 -4.6220 -0.0384  0.4026
H -0.8378 -5.5291 0.7701  0.3706
H -1.6127 -4.1883 1.6003  0.3802
H -0.7327 -2.6363 -0.2171  -0.2815
H 0.1035 -3.9722 -2.0634  0.2666
H 0.8336 -5.1701 -0.9653  0.3542
C 3.6999 -2.4906 3.8179  -0.9113
C 5.1242 -2.0113 3.6807  0.4783
C 5.8829 -1.8884 4.9777  -0.4956
O 6.8647 -0.8944 4.6575  -0.3659
C 6.3397 -0.1139 3.6719  0.5158
O 6.8247 0.9023 3.2973  -0.5413
O 5.1950 -0.6577 3.1936  -0.1326
H 3.6782 -3.5635 4.0165  0.4364
H 3.1843 -1.9783 4.6337  0.2371
H 3.1385 -2.2900 2.9075  -0.0311
H 5.6636 -2.6407 2.9659  0.2577
H 6.3651 -2.8143 5.2856  0.2987
H 5.2611 -1.5116 5.7934  0.2878
C -4.8627 -2.0153 -5.0985  -1.0479
C -5.8770 -3.0479 -4.6743  0.4958
C -7.1812 -2.4925 -4.1628  -0.4188
O -7.6345 -3.5444 -3.2950  -0.3521
C -6.5326 -4.1984 -2.8468  0.6302
O -6.5391 -5.0114 -1.9803  -0.5461
O -5.4310 -3.7925 -3.5215  -0.3535
H -5.1346 -1.5826 -6.0614  0.4023
H -4.7864 -1.2100 -4.3690  0.0221
H -3.8730 -2.4640 -5.1855  0.3015
H -6.0482 -3.7677 -5.4813  0.3004
H -7.9090 -2.3062 -4.9495  0.3197
H -7.0474 -1.5869 -3.5672  0.2726
C -1.7362 2.1973 8.7442  -1.4653
C -1.1084 1.9734 7.3902  0.5172
C -1.9676 1.2367 6.3928  -0.5231
O -0.9863 0.6411 5.5388  -0.2236
C 0.1385 0.4611 6.2765  0.6127
O 1.0834 -0.1656 5.9295  -0.5372
O 0.0248 1.0928 7.4764  -0.3737
H -2.4809 2.9915 8.6934  0.3752
H -2.2203 1.2894 9.1082  0.3409
H -0.9772 2.4751 9.4749  0.3647
H -0.7574 2.9231 6.9759  0.2885
H -2.6220 1.8920 5.8213  0.3301
H -2.5594 0.4389 6.8494  0.3024


The following is a DFT calculation (ωB97M-V/def2-TZVPD) of a 3-piece molecular cluster, CH8N2O2 overall at a distorted geometry.

As for the SMILES: [H]/N=C/N.O.O. As for the molar mass: 80.09 g/mol. Its gap between HOMO and LUMO is 10.5 eV. Its total charge is 0. Its highest occupied orbital energy is -0.3646 Eh.

Last column: natural (NBO) charge in e.
Cartesian coordinates (Å):
N 2.6925 0.6850 0.1818  -0.8354
C 3.7164 0.8473 1.1073  0.2749
N 4.3523 1.9397 1.2481  -0.6809
H 2.3933 1.5894 -0.1505  0.3831
H 2.9273 0.0245 -0.5422  0.3815
H 4.0595 -0.0898 1.5553  0.1389
H 4.8885 1.8620 2.1122  0.3379
H -1.2478 -1.2421 -1.7778  0.4807
H -1.0423 0.2105 -1.0613  0.4836
O -1.4655 -0.3122 -1.7438  -0.9643
H -6.8819 -2.5634 -0.1887  0.4629
H -6.9171 -1.1476 -0.5976  0.4651
O -7.4751 -1.8032 -0.1429  -0.9281


The following is a DFT calculation (ωB97M-V/def2-TZVPD) of a 11-piece molecular cluster, C33H82N20O14S overall at a distorted geometry.

As for the SMILES: C#CCO[C@H](CCCS)[C@@H](CCCCCCCCCCC)OCCCC(=O)O.NC(N)=O.NC(N)=O.NC(N)=O.NC(N)=O.NC(N)=O.NC(N)=O.NC(N)=O.NC(N)=O.NC(N)=O.NC(N)=O. As for the molar mass: 1015.21 g/mol. Its gap between HOMO and LUMO is 8.6 eV. Its total charge is 0. Its highest occupied orbital energy is -0.3126 Eh.

Last column: Mulliken charge in e.
Cartesian coordinates (Å):
C -0.3424 1.5523 1.5856  -0.8178
C 1.0807 1.4905 1.4881  -0.1933
C 2.6113 1.7946 0.8862  0.4919
O 2.8683 3.2460 0.7984  0.0702
C 3.0533 3.6930 -0.5913  -0.3616
C 3.9837 5.0699 -0.5809  -0.5721
C 5.5968 4.7821 -0.5262  -0.8540
C 6.0558 3.5793 0.4890  -0.1830
S 5.8719 4.2103 2.2695  -0.2503
C 1.5801 4.1429 -1.2430  0.5399
C 1.1813 2.9836 -2.3376  -0.9287
C -0.3686 2.4560 -2.2513  -0.0497
C -0.4396 0.9254 -2.9201  -0.7961
C -1.2990 -0.1273 -1.9787  0.5883
C -0.5702 -1.6060 -1.8567  -0.6602
C 0.1537 -1.8806 -0.4073  -0.1418
C 1.8167 -1.9601 -0.5067  -0.7004
C 2.5101 -1.9170 0.9980  0.3580
C 4.0741 -1.4119 0.9916  -0.3397
C 5.1629 -2.6476 1.2373  -0.2342
C 5.7985 -3.0883 -0.2278  -0.9036
O 0.6540 4.2565 -0.1045  0.2601
C -0.3627 5.3006 -0.3119  -0.4819
C -0.7626 5.8489 1.2166  -0.2955
C 0.5987 6.0550 2.1630  -0.0149
C 0.8010 4.8628 3.2762  0.5626
O -0.1956 4.2670 3.9480  -0.5945
O 2.1775 4.3800 3.5663  -0.4434
H -1.5129 1.7561 1.7011  0.3340
H 2.7174 1.2580 -0.1707  0.1272
H 3.3874 1.3501 1.6592  0.0828
H 3.6315 2.9282 -1.2781  0.3787
H 3.7880 5.6631 -1.5982  0.1071
H 3.6360 5.8111 0.2750  0.1614
H 5.9651 4.5676 -1.6294  0.3002
H 6.1008 5.7903 -0.1367  0.3535
H 7.2123 3.3973 0.3003  0.3958
H 5.4987 2.5692 0.2876  0.0085
H 6.7927 3.3850 2.9910  0.1211
H 1.6792 5.1639 -1.8534  0.1530
H 1.4281 3.4424 -3.4116  -0.0220
H 1.8793 2.0417 -2.2337  0.3961
H -1.1072 3.1627 -2.8590  0.3348
H -0.7802 2.3222 -1.1496  -0.0377
H -0.9000 1.0412 -4.0108  0.2356
H 0.6325 0.4541 -3.0785  0.3416
H -2.3747 -0.1862 -2.4517  -0.6337
H -1.4421 0.2615 -0.8681  0.2127
H -1.3931 -2.4142 -2.0782  0.2534
H 0.2383 -1.6780 -2.6999  0.3049
H -0.2273 -2.9222 -0.0176  0.2641
H -0.1373 -1.0149 0.3342  0.0059
H 2.0915 -2.9725 -1.0572  0.2838
H 2.1381 -1.0398 -1.1891  0.0775
H 1.8599 -1.2421 1.7288  0.1588
H 2.4631 -3.0322 1.4132  0.0354
H 4.2699 -0.6388 1.8797  0.0453
H 4.2927 -0.8270 -0.0182  0.1878
H 6.0576 -2.1838 1.8637  0.2906
H 4.7163 -3.5484 1.8384  0.0335
H 6.3344 -4.1263 -0.0864  0.3391
H 4.8882 -3.1569 -0.9893  0.1729
H 6.5595 -2.2429 -0.5443  0.2557
H -1.3359 4.7792 -0.7290  0.0985
H -0.0076 6.2157 -0.9535  0.1675
H -1.3680 4.9820 1.7281  0.2569
H -1.4438 6.8010 1.1919  -0.0367
H 1.5798 6.1179 1.4975  -0.3102
H 0.4993 7.0686 2.7636  0.4604
H 2.1539 3.3605 3.6234  0.3190
C -3.7877 8.3445 0.4148  0.7150
O -2.9632 7.8347 -0.3274  -0.6316
N -4.3748 7.6719 1.4212  -0.3839
N -4.1830 9.6245 0.2928  -0.3643
H -5.0557 8.0745 2.0426  0.1597
H -4.1052 6.7051 1.5478  0.2391
H -3.7653 10.1665 -0.4524  0.2037
H -4.8605 10.0620 0.8942  0.1356
C -4.4176 -2.3785 -3.7229  0.5635
O -3.2210 -2.3136 -3.9562  -0.6608
N -5.1377 -1.3180 -3.3147  -0.2929
N -5.1233 -3.5163 -3.8531  -0.2579
H -6.1236 -1.3519 -3.1177  0.1414
H -4.6446 -0.4417 -3.2040  0.1998
H -4.6191 -4.3386 -4.1583  0.1718
H -6.1090 -3.5894 -3.6657  0.2921
C 2.5723 -5.4199 3.2060  0.3260
O 2.3206 -4.7561 2.2128  -0.8164
N 2.6095 -4.8926 4.4431  -0.2270
N 2.8348 -6.7382 3.1524  0.0428
H 2.8148 -5.4231 5.2728  0.1922
H 2.4175 -3.9030 4.5278  0.1940
H 2.8170 -7.1745 2.2398  0.1408
H 3.0441 -7.3016 3.9592  -0.0452
C 2.5429 7.6145 -4.7789  0.6869
O 3.7395 7.6795 -5.0123  -0.6643
N 1.8229 8.6750 -4.3707  -0.3546
N 1.8372 6.4767 -4.9091  -0.3699
H 0.8369 8.6411 -4.1737  0.1419
H 2.3160 9.5514 -4.2600  0.2017
H 2.3414 5.6544 -5.2143  0.1887
H 0.8515 6.4036 -4.7217  0.1597
C -8.8551 -3.3317 -2.0567  0.7416
O -7.9361 -3.6556 -2.7922  -0.8759
N -8.9787 -3.7949 -0.7998  -0.4232
N -9.8264 -2.4824 -2.4373  -0.3915
H -9.7283 -3.5397 -0.1793  0.1683
H -8.2682 -4.4369 -0.4737  0.2294
H -9.7710 -2.1103 -3.3764  0.2407
H -10.5911 -2.2037 -1.8460  0.1675
C -3.0433 10.9475 -3.4493  0.7152
O -3.8241 11.0080 -2.5127  -0.7096
N -2.8887 9.8399 -4.1970  -0.3976
N -2.2677 11.9831 -3.8177  -0.4026
H -2.2510 9.7709 -4.9720  0.1694
H -3.4539 9.0371 -3.9532  0.2284
H -2.3532 12.8363 -3.2808  0.2230
H -1.6190 11.9524 -4.5860  0.1618
C 5.0090 -7.9979 6.2991  0.6521
O 4.0383 -7.2735 6.1459  -0.6079
N 5.4235 -8.8670 5.3596  -0.2962
N 5.7511 -7.9919 7.4211  -0.4658
H 6.2203 -9.4715 5.4674  0.1773
H 4.8925 -8.9031 4.4993  0.1870
H 5.4731 -7.3520 8.1537  0.2281
H 6.5538 -8.5809 7.5657  0.1440
C -8.8214 -5.3436 -6.0074  0.6184
O -9.7921 -4.6192 -6.1606  -0.6762
N -8.4069 -6.2127 -6.9469  -0.3930
N -8.0793 -5.3376 -4.8854  -0.2772
H -7.6101 -6.8173 -6.8390  0.1631
H -8.9379 -6.2488 -7.8071  0.2344
H -8.3573 -4.6977 -4.1528  0.1749
H -7.2766 -5.9266 -4.7408  0.1716
C -1.2211 -6.8234 5.1900  0.4925
O -2.2731 -7.4416 5.2300  -0.6902
N -0.1393 -7.2707 4.5271  -0.2628
N -1.0494 -5.6395 5.8053  -0.3141
H 0.7355 -6.7759 4.4828  0.2309
H -0.2261 -8.1585 4.0500  0.1360
H -1.8394 -5.2669 6.3157  0.1996
H -0.1908 -5.1156 5.7837  0.1904
C 2.3617 -10.2890 3.7353  0.6949
O 2.9793 -9.5746 2.9616  -0.6471
N 2.0602 -11.5706 3.4591  -0.4469
N 1.9273 -9.8585 4.9336  -0.2310
H 1.5525 -12.1744 4.0834  0.1452
H 2.3689 -11.9343 2.5671  0.2429
H 2.1334 -8.8994 5.1807  0.1024
H 1.4173 -10.4318 5.5842  0.1814


What is the formula in the second record?
CH8N2O2


total charge of number 2 (CH8N2O2)?
0


What is the formula in the second record?
CH8N2O2